Entry 1:
{
  "formula": "C47H43N7O9SiTi",
  "method": "ωB97M-V with the def2-TZVPD basis set",
  "symbols": ["Ti", "O", "C", "O", "C", "C", "C", "N", "C", "C", "C", "C", "C", "C", "C", "N", "C", "C", "C", "C", "C", "N", "H", "H", "H", "H", "H", "H", "H", "H", "H", "H", "C", "Si", "C", "C", "N", "C", "C", "C", "C", "C", "C", "O", "C", "C", "C", "C", "C", "C", "H", "H", "H", "H", "H", "H", "H", "H", "H", "H", "H", "H", "H", "H", "H", "H", "H", "H", "C", "N", "C", "C", "C", "C", "C", "C", "C", "C", "H", "H", "H", "H", "H", "H", "H", "H", "H", "H", "H", "H", "O", "C", "O", "C", "C", "C", "C", "C", "C", "N", "O", "O", "N", "O", "O", "H", "H", "H"],
  "coordinates": [[0.07753, 0.17596, -0.15022], [-4.39609, -2.05085, 4.72671], [-4.71862, -2.15732, 3.53659], [-5.80746, -2.33341, 2.98018], [-3.54253, -1.92218, 2.55636], [-2.25240, -1.71879, 3.01841], [-1.25809, -1.40892, 2.11465], [-1.45254, -1.28197, 0.78289], [-2.67800, -1.61319, 0.32593], [-3.72548, -1.90835, 1.18443], [-2.92824, -1.80339, -1.12956], [-4.10698, -1.32503, -1.69249], [-4.39475, -1.63244, -3.00879], [-3.51331, -2.43823, -3.70848], [-2.38082, -2.89096, -3.05204], [-2.08017, -2.58606, -1.79313], [0.12479, -1.18617, 2.56811], [0.64367, -1.83195, 3.68574], [1.97763, -1.66651, 3.99497], [2.76069, -0.85463, 3.18302], [2.17082, -0.24144, 2.10052], [0.87456, -0.39323, 1.79720], [-2.08278, -1.75623, 4.08470], [-4.70458, -2.16871, 0.80526], [-4.78736, -0.73545, -1.09968], [-5.29987, -1.26340, -3.47216], [-3.69925, -2.72066, -4.73468], [-1.67624, -3.53408, -3.56738], [0.00578, -2.47993, 4.26673], [2.40863, -2.17708, 4.84461], [3.81173, -0.70089, 3.37697], [2.74084, 0.39127, 1.43146], [-2.50361, 1.56982, 1.80197], [-2.56209, 2.14158, 0.03869], [-4.34011, 1.97566, -0.54316], [-2.04688, 3.93638, -0.10392], [-1.47368, 1.08441, -0.91561], [-1.63388, 1.11583, -2.31003], [-2.41771, 2.03298, -3.01985], [-2.57135, 1.94005, -4.39357], [-1.93433, 0.93408, -5.10663], [-1.10496, 0.04442, -4.43991], [-0.94378, 0.17944, -3.07597], [-0.08213, -0.61356, -2.31952], [0.92228, -1.29325, -3.02793], [1.84318, -0.57730, -3.77200], [2.84652, -1.27035, -4.42904], [2.93204, -2.65384, -4.31532], [2.01203, -3.34436, -3.54009], [0.98994, -2.66358, -2.88826], [-3.11441, 0.67728, 1.93693], [-2.94327, 2.35254, 2.42135], [-1.50037, 1.39697, 2.19509], [-4.76845, 2.95762, -0.74815], [-4.94132, 1.50442, 0.23526], [-4.43631, 1.38757, -1.45074], [-2.41629, 4.40648, -1.01470], [-0.96440, 4.05844, -0.08328], [-2.46946, 4.48605, 0.73931], [-2.93168, 2.81917, -2.49213], [-3.19497, 2.66034, -4.90414], [-2.06489, 0.84492, -6.17559], [-0.58352, -0.73285, -4.98015], [1.77391, 0.50126, -3.83708], [3.56874, -0.72362, -5.01922], [3.72059, -3.18922, -4.82482], [2.08615, -4.41722, -3.43316], [0.27953, -3.16114, -2.24340], [-0.49060, 3.80969, 3.21791], [0.21326, 2.53887, 3.18120], [0.28971, 1.97113, 4.51581], [1.53372, 2.72917, 2.61812], [1.58256, 2.91594, 1.11011], [2.36359, 4.00005, 0.68827], [2.53975, 4.32437, -0.64268], [1.89679, 3.56341, -1.60479], [1.10755, 2.50025, -1.20169], [0.94201, 2.12486, 0.13918], [0.03579, 4.54069, 3.85233], [-1.49280, 3.67046, 3.61888], [-0.56955, 4.22213, 2.21391], [0.83973, 2.61808, 5.21845], [0.79085, 1.00216, 4.47979], [-0.71558, 1.82158, 4.90795], [2.15343, 1.88410, 2.91569], [2.01564, 3.61051, 3.07890], [2.83923, 4.61291, 1.44410], [3.15193, 5.17041, -0.92251], [1.98655, 3.80256, -2.65557], [0.60653, 1.95399, -1.99800], [1.77049, -2.29552, -0.12960], [2.39456, -1.35695, -0.59181], [1.88622, -0.16472, -0.76835], [3.83196, -1.48025, -0.99493], [4.46500, -0.44619, -1.67377], [5.77067, -0.63087, -2.08487], [6.48016, -1.78838, -1.83413], [5.81812, -2.78359, -1.14305], [4.50804, -2.66177, -0.71934], [6.54578, -4.03801, -0.85723], [5.99609, -4.84291, -0.14030], [7.63778, -4.17011, -1.36232], [6.43289, 0.44948, -2.84495], [5.74827, 1.39613, -3.16600], [7.60737, 0.30818, -3.10076], [3.94593, 0.47702, -1.88626], [7.50027, -1.91236, -2.16651], [4.01116, -3.46838, -0.20194]],
  "forces_ev_per_a": [[-0.7, 0.3, -0.5], [0.2, -0.1, 0.3], [-0.1, 0.4, 0.0], [-0.2, -0.2, -0.2], [0.2, -0.1, -0.1], [0.0, 0.0, -0.1], [0.0, 0.0, 0.1], [0.3, 0.2, 0.2], [0.0, 0.0, -0.1], [0.0, -0.1, 0.0], [-0.1, 0.0, 0.1], [0.0, 0.0, -0.1], [0.0, 0.0, 0.0], [0.0, 0.0, 0.0], [0.0, 0.0, -0.1], [0.1, 0.1, 0.0], [-0.1, 0.0, 0.0], [0.0, 0.1, 0.0], [0.0, 0.0, -0.1], [-0.1, 0.0, 0.0], [0.1, 0.1, 0.0], [0.1, 0.0, 0.0], [0.0, 0.0, 0.1], [0.0, 0.0, 0.0], [0.0, 0.1, 0.0], [0.0, 0.0, 0.0], [0.0, 0.0, 0.0], [0.0, 0.0, 0.0], [0.0, 0.0, 0.0], [0.0, 0.0, 0.0], [0.0, 0.0, 0.0], [0.0, 0.0, 0.0], [0.0, -0.1, 0.0], [0.0, 0.0, 0.2], [0.0, 0.0, 0.0], [0.1, 0.0, -0.1], [0.1, -0.1, -0.2], [0.0, 0.1, 0.0], [-0.1, -0.1, 0.0], [0.1, -0.1, 0.0], [-0.1, 0.1, 0.1], [0.0, 0.0, 0.0], [0.0, -0.1, 0.0], [-0.1, 0.3, 0.1], [0.0, -0.1, 0.0], [0.0, 0.0, -0.1], [0.0, 0.0, 0.0], [0.0, 0.0, 0.0], [0.0, 0.1, 0.0], [0.0, 0.0, -0.1], [0.0, 0.0, 0.0], [-0.1, 0.1, 0.0], [0.0, 0.0, 0.0], [0.0, 0.1, 0.0], [0.0, 0.0, 0.0], [0.0, 0.0, -0.1], [0.0, 0.0, -0.1], [0.0, 0.0, 0.0], [0.0, 0.0, 0.0], [0.0, 0.1, 0.0], [0.0, 0.0, 0.0], [0.0, 0.0, 0.0], [0.0, 0.0, 0.0], [0.0, 0.0, 0.0], [0.0, 0.0, 0.0], [0.0, 0.0, 0.0], [0.0, -0.1, 0.0], [0.0, 0.0, 0.0], [0.0, 0.0, 0.0], [0.0, 0.0, 0.0], [0.0, 0.0, 0.0], [0.1, 0.0, 0.0], [-0.1, 0.1, 0.0], [-0.1, 0.0, 0.0], [0.0, 0.0, 0.0], [0.0, 0.0, 0.1], [0.0, -0.1, 0.1], [0.0, -0.1, 0.2], [0.0, 0.0, 0.0], [0.0, 0.0, 0.0], [0.0, 0.0, 0.0], [0.0, 0.0, 0.0], [0.0, 0.0, 0.0], [0.0, 0.0, 0.0], [0.0, 0.0, 0.0], [0.0, -0.1, 0.0], [0.0, 0.0, 0.0], [0.0, 0.0, 0.0], [0.0, 0.0, 0.0], [0.0, 0.0, 0.0], [0.1, 0.1, 0.1], [0.0, 0.0, 0.1], [0.3, -0.5, 0.1], [0.0, 0.0, 0.0], [0.0, -0.1, 0.1], [0.0, 0.0, 0.0], [0.0, 0.0, 0.0], [0.0, 0.0, 0.0], [0.0, 0.1, -0.1], [-0.1, 0.2, -0.1], [0.0, -0.1, 0.1], [0.1, -0.1, 0.0], [-0.1, -0.1, 0.1], [0.0, 0.1, -0.1], [0.1, 0.0, 0.0], [0.0, 0.0, 0.0], [0.0, 0.0, 0.0], [0.0, 0.0, 0.0]],
  "homo_energy_ev": -7.96,
  "total_energy_ev": -109286.602,
  "spin_multiplicity": 1,
  "charge": 0,
  "de_lowest_kj_mol": 14.9
}

---

Entry 2:
{
  "formula": "C13H9F6N5O5RuS7",
  "method": "ωB97M-V with the def2-TZVPD basis set",
  "symbols": ["Ru", "C", "C", "N", "N", "C", "N", "S", "C", "C", "C", "C", "C", "N", "H", "H", "H", "H", "H", "H", "H", "H", "H", "O", "C", "S", "C", "C", "S", "S", "S", "F", "C", "F", "F", "S", "O", "O", "N", "S", "O", "O", "C", "F", "F", "F"],
  "coordinates": [[0.16007, -0.23457, -0.59259], [-0.79672, -1.24809, 3.45851], [-0.82885, -0.83932, 2.02055], [0.24887, -0.38768, 1.42694], [1.36242, -0.14661, 2.11541], [2.40076, 0.18317, 1.39484], [3.57662, 0.43865, 2.02856], [2.43244, 0.23337, -0.35645], [-1.98505, -0.90508, 1.18063], [-3.28243, -1.20200, 1.62226], [-4.34810, -1.07146, 0.76489], [-4.12562, -0.66010, -0.54808], [-2.82339, -0.44885, -0.95071], [-1.78282, -0.58854, -0.13078], [0.21631, -1.54865, 3.71409], [-1.47241, -2.08570, 3.63288], [-1.08568, -0.42388, 4.11503], [3.50238, 0.63162, 3.01591], [4.21498, 1.02002, 1.51291], [-3.42806, -1.50860, 2.64894], [-5.35600, -1.27619, 1.10138], [-4.94330, -0.51082, -1.23739], [-2.58747, -0.15850, -1.96638], [1.64875, -6.15217, -4.29072], [1.36252, -5.19394, -3.62510], [1.28128, -5.20672, -1.85363], [0.83183, -3.52349, -1.63043], [0.68334, -2.77206, -2.77858], [0.21836, -1.14723, -2.85644], [0.97594, -3.60322, -4.30054], [0.60965, -2.96475, -0.05191], [1.82017, 2.42834, -2.80274], [1.21244, 3.39168, -2.09492], [2.04372, 3.77022, -1.13844], [0.98585, 4.41221, -2.92353], [-0.40721, 2.65623, -1.45495], [-0.19022, 2.33824, -0.06319], [-0.58138, 1.50082, -2.30251], [-1.55172, 3.69536, -1.73975], [-1.45673, 5.01370, -0.84987], [-0.10329, 5.30980, -0.47896], [-2.27092, 6.06510, -1.36783], [-2.30620, 4.51930, 0.76514], [-1.44298, 4.44496, 1.77500], [-3.23336, 5.43245, 1.08944], [-2.92604, 3.34006, 0.64577]],
  "forces_ev_per_a": [[1.1, -4.4, 1.0], [-0.2, -0.1, -0.1], [1.5, 0.0, 0.5], [-1.2, 1.3, -0.9], [0.4, -0.2, 1.4], [0.0, -0.2, -1.5], [-0.2, 0.1, 0.3], [0.5, 0.2, 0.4], [-1.1, 0.0, -1.0], [0.6, 0.0, 0.3], [-0.2, 0.1, -0.5], [-0.1, -0.1, 0.4], [-0.1, -0.1, -0.1], [-0.7, 0.2, 0.3], [0.0, 0.0, 0.0], [0.0, 0.0, 0.0], [0.0, 0.0, 0.0], [0.0, 0.0, 0.0], [0.1, -0.1, 0.0], [0.0, 0.1, 0.0], [0.0, 0.0, 0.1], [0.0, 0.0, 0.0], [0.1, 0.0, 0.0], [0.0, 0.0, 0.0], [-0.1, 0.1, 0.0], [0.0, 0.0, 0.0], [0.1, -0.2, 0.3], [-0.2, 0.4, -0.1], [0.1, 0.3, -0.3], [0.0, -0.1, 0.0], [-0.2, 1.6, -0.5], [0.0, 0.1, 0.0], [0.2, -0.3, -0.3], [-0.2, 0.0, 0.0], [0.0, 0.0, 0.1], [0.2, 0.1, -0.2], [0.1, -0.1, 0.0], [-0.4, 0.4, -0.2], [0.1, 0.3, 0.0], [0.0, 0.2, 0.4], [0.0, 0.2, 0.2], [-0.3, -0.2, -0.2], [-0.1, 0.0, 0.0], [0.0, 0.0, -0.1], [0.1, 0.0, 0.0], [0.0, 0.1, 0.1]],
  "homo_energy_ev": [-4.80, -4.86],
  "total_energy_ev": -126051.271,
  "spin_multiplicity": 2,
  "charge": -1,
  "de_lowest_kj_mol": 242.8
}

---

Entry 3:
{
  "formula": "C33H36CuN6OS2Si",
  "method": "ωB97M-V with the def2-TZVPD basis set",
  "symbols": ["Cu", "S", "C", "N", "N", "C", "C", "C", "C", "C", "C", "N", "N", "C", "C", "C", "C", "C", "C", "H", "H", "H", "H", "H", "H", "H", "H", "H", "H", "H", "C", "N", "C", "C", "N", "C", "S", "H", "H", "H", "H", "H", "H", "C", "C", "C", "C", "Si", "O", "C", "C", "C", "C", "C", "C", "C", "C", "C", "C", "C", "C", "H", "H", "H", "H", "H", "H", "H", "H", "H", "H", "H", "H", "H", "H", "H", "H", "H", "H", "H"],
  "coordinates": [[-0.00325, -2.12174, -0.44772], [1.98056, -3.18772, -0.08407], [1.86299, -2.87947, 1.61352], [2.94351, -2.98331, 2.37471], [2.91658, -2.56819, 3.62945], [2.22186, -1.52271, 4.29235], [2.21305, -1.58026, 5.68155], [1.63350, -0.55931, 6.41982], [1.07082, 0.53243, 5.77761], [1.10727, 0.59719, 4.38936], [1.67392, -0.42073, 3.64243], [0.66643, -2.64962, 2.25667], [-0.32090, -2.40625, 1.51191], [-1.55762, -2.26140, 2.21725], [-1.61802, -2.16414, 3.60606], [-2.84426, -1.97905, 4.21859], [-4.00820, -1.89451, 3.46155], [-3.94027, -1.99329, 2.08005], [-2.71518, -2.17092, 1.45540], [3.68814, -2.94728, 4.15619], [2.65212, -2.43414, 6.18447], [1.62449, -0.62329, 7.50002], [0.61801, 1.33062, 6.35000], [0.69629, 1.45348, 3.87021], [1.70494, -0.33257, 2.56649], [-0.70638, -2.21845, 4.18460], [-2.89315, -1.89582, 5.29652], [-4.96330, -1.75145, 3.94955], [-4.84161, -1.93568, 1.48398], [-2.65077, -2.27705, 0.37929], [-3.48342, -3.34860, -4.42590], [-3.20998, -2.08256, -3.77120], [-3.75883, -0.85489, -4.10780], [-3.21663, 0.05881, -3.28116], [-2.36383, -0.62208, -2.43625], [-2.35845, -1.93349, -2.73346], [-1.56007, -3.20619, -1.94130], [-3.90393, -3.14449, -5.40729], [-4.18231, -3.94498, -3.84036], [-2.55315, -3.90177, -4.53057], [-4.46659, -0.74879, -4.90907], [-3.34715, 1.12199, -3.22955], [-1.62190, -0.21437, -1.86889], [3.20712, 0.35242, -0.00864], [2.84943, 0.77724, -1.43888], [3.37816, -0.29918, -2.39646], [3.52811, 2.11690, -1.73907], [0.96031, 0.92206, -1.52523], [0.16915, -0.46433, -1.31780], [0.38082, 2.06329, -0.12328], [0.58780, 3.44633, -0.10395], [0.13259, 4.23349, 0.94494], [-0.55596, 3.65375, 2.00333], [-0.78334, 2.28524, 2.00520], [-0.31540, 1.50539, 0.95338], [0.39886, 1.78485, -3.11759], [1.04033, 1.67644, -4.35526], [0.54456, 2.30086, -5.49215], [-0.61192, 3.06398, -5.42045], [-1.26315, 3.20056, -4.20398], [-0.75909, 2.56897, -3.07482], [4.29208, 0.23184, 0.08796], [2.75142, -0.60931, 0.23744], [2.88385, 1.09369, 0.72647], [4.44218, -0.47542, -2.20160], [3.28794, -0.00675, -3.44327], [2.85904, -1.24956, -2.26297], [4.61656, 1.99716, -1.69539], [3.25577, 2.87958, -1.00618], [3.27553, 2.49784, -2.73078], [1.09988, 3.92404, -0.93237], [0.30727, 5.30236, 0.93496], [-0.91922, 4.26833, 2.81762], [-1.32717, 1.82396, 2.82171], [-0.49303, 0.43425, 0.96627], [1.94526, 1.09042, -4.44622], [1.06680, 2.19632, -6.43510], [-0.99563, 3.55752, -6.30455], [-2.15841, 3.80705, -4.13310], [-1.26381, 2.71447, -2.12519]],
  "forces_ev_per_a": [[0.3, -0.1, -0.6], [-0.2, 0.1, 0.1], [0.4, -0.1, 0.2], [-0.3, 0.2, -0.2], [0.0, -0.1, 0.2], [0.1, -0.1, 0.0], [-0.1, 0.0, 0.0], [0.0, 0.0, 0.0], [0.0, 0.0, 0.0], [0.0, 0.0, 0.0], [0.1, 0.1, 0.0], [-0.2, -0.1, -0.2], [-0.1, -0.1, 0.7], [0.0, 0.1, -0.1], [0.1, 0.0, 0.0], [0.0, 0.0, 0.0], [0.0, 0.0, 0.0], [0.0, 0.0, 0.0], [0.0, 0.0, 0.0], [0.1, 0.1, -0.1], [0.0, 0.0, 0.0], [0.0, 0.0, 0.0], [0.0, 0.0, 0.0], [0.1, 0.0, 0.1], [0.0, 0.0, -0.1], [0.0, 0.0, 0.0], [0.0, 0.0, 0.0], [0.0, 0.0, 0.0], [0.0, 0.0, 0.0], [0.0, 0.0, 0.0], [0.0, 0.1, 0.1], [0.0, -0.2, -0.1], [0.0, 0.0, 0.0], [0.1, -0.1, 0.0], [-0.1, 0.1, -0.2], [-0.2, 0.0, 0.0], [0.0, 0.0, 0.0], [0.0, 0.0, 0.0], [0.0, 0.0, 0.0], [0.0, 0.0, 0.0], [0.0, 0.0, 0.0], [0.0, 0.1, 0.0], [0.3, -0.1, 0.3], [0.0, 0.0, 0.1], [0.0, -0.1, 0.0], [0.0, 0.0, 0.0], [0.0, 0.0, 0.0], [0.1, 0.2, 0.2], [-0.1, 0.1, -0.3], [0.0, 0.0, 0.0], [0.0, 0.0, 0.0], [0.0, 0.0, 0.0], [0.0, 0.0, 0.0], [0.0, 0.0, -0.1], [0.1, 0.0, 0.0], [-0.1, 0.0, 0.0], [0.0, -0.1, 0.0], [0.0, 0.0, 0.0], [0.0, 0.0, 0.0], [0.0, 0.0, 0.0], [0.0, 0.0, 0.0], [0.0, 0.0, 0.0], [0.0, 0.0, 0.0], [0.0, 0.0, 0.0], [0.0, 0.0, 0.0], [0.0, 0.0, 0.0], [0.0, 0.0, 0.0], [0.0, 0.0, 0.0], [0.0, 0.0, 0.0], [0.0, 0.0, 0.0], [0.0, 0.0, 0.0], [0.0, 0.0, 0.0], [0.0, 0.0, 0.0], [0.0, 0.0, 0.0], [0.0, 0.0, 0.0], [0.0, 0.0, 0.0], [0.0, 0.0, 0.0], [0.0, 0.0, 0.0], [0.0, 0.0, 0.0], [0.0, 0.0, 0.0]],
  "homo_energy_ev": [-7.57, -7.34],
  "total_energy_ev": -119982.552,
  "spin_multiplicity": 2,
  "charge": 0,
  "de_lowest_kj_mol": 51.8
}